This record from OMol25 describes CHI2O2S2 as an isolated structure at a distorted geometry. The level of theory is ωB97M-V/def2-TZVPD.

F_max ... 2.0 eV/A
ΔE to the lowest compared entry with this formula, charge and spin ... 10.5 kcal per mole

ORCA input file:
```
! RIJCOSX wB97M-V def2-TZVPD def2/J DEFGRID3
* xyz -1 1
C -0.569 -0.631 0.674
O 0.286 0.556 -2.059
O -0.357 1.996 -0.317
S -2.227 -0.633 0.514
S 0.175 0.699 -0.624
I 2.498 0.787 0.197
I 0.442 -2.420 -0.036
H -0.247 -0.354 1.651
*
```